Entry 1:
Molecular formula: C16H26FO11S
Method: DFT, wB97M-V/def2-TZVPD

Calculated values
Charge = -1
HOMO-LUMO gap = 8.493 eV
E_tot = -1950.7974 hartree
HOMO energy = -0.2302 Eh
ΔE to the lowest compared entry with this formula, charge and spin = 32.6 kcal per mole

Element x y z (Å)
C (-2.818, 1.409, -1.521)
H (0.834, -0.986, -1.741)
F (-1.581, -0.934, 0.574)
C (2.377, -0.300, 0.951)
O (-2.060, 3.563, -2.052)
H (2.101, -0.802, 2.951)
H (0.399, 2.797, -0.682)
H (2.290, -2.819, -4.414)
C (2.814, -3.523, 2.207)
O (3.540, -4.467, 2.411)
C (0.951, -2.313, 1.783)
H (-2.787, 1.209, -0.589)
C (-1.618, 1.118, 3.319)
C (0.102, -0.520, -3.795)
O (-3.851, 2.243, -1.991)
H (1.206, -0.701, -5.699)
O (-4.252, 4.272, -2.812)
O (1.612, -3.660, 2.112)
C (1.298, -1.008, -4.630)
O (3.224, -2.262, 2.099)
C (-3.428, 3.400, -2.350)
O (-0.881, -3.547, -3.492)
O (1.174, -3.749, -2.098)
H (0.553, 0.954, 2.837)
C (0.220, 0.410, 5.037)
H (0.726, -2.887, -5.203)
H (-0.032, -0.683, 4.773)
C (1.315, -2.582, -4.474)
S (0.366, -2.984, -3.009)
C (-0.050, -1.363, -2.515)
H (-0.889, 2.999, 0.229)
H (-0.894, -1.569, -1.840)
H (-1.110, 2.004, -2.659)
H (2.595, -0.688, 0.122)
C (-1.012, 3.315, 3.474)
H (-0.336, 0.779, 5.731)
C (-0.676, 2.380, -0.584)
H (1.479, 0.258, 0.581)
H (-0.860, -0.397, -4.181)
H (2.944, 0.394, 1.193)
H (-0.447, 1.649, 0.049)
H (2.271, -0.654, -4.393)
H (-2.776, 0.477, -1.993)
H (-1.866, 0.370, 2.443)
H (0.620, -2.241, 0.784)
H (-2.155, 0.689, 4.116)
O (-1.105, 4.549, 3.709)
O (-1.974, 2.480, 3.219)
H (0.281, -1.957, 2.412)
H (1.259, 0.435, 5.059)
C (-1.554, 2.271, -1.787)
C (-0.116, 1.279, 3.737)
O (0.056, 2.644, 3.892)
H (0.343, 0.575, -3.367)
C (2.176, -1.327, 2.070)

Atom charges from the natural (NBO) analysis, given in e for atoms 1 to 2: -0.07 0.23



Entry 2:
Molecular formula: C3H7N3O2
Method: DFT, wB97M-V/def2-TZVPD

Calculated values
HOMO-LUMO gap = 9.461 eV
E_tot = -433.0867 hartree
HOMO energy = -0.3420 Eh
ΔE to the lowest compared entry with this formula, charge and spin = 148.1 kcal per mole

Element x y z (Å)
O (-1.584, -1.052, -1.704)
H (-0.892, -0.990, 1.491)
C (-1.066, -0.838, -0.650)
H (-2.415, -1.604, 0.781)
O (1.715, -1.041, -0.832)
H (1.279, 1.987, 1.245)
H (2.476, 0.880, 0.464)
N (-0.808, 1.098, -0.108)
H (-0.916, -2.531, 0.605)
N (0.653, -0.461, -0.640)
C (1.620, 1.536, 0.316)
C (-1.337, -1.524, 0.656)
H (1.876, 2.327, -0.392)
N (0.513, 0.760, -0.219)
H (-1.114, 1.453, -1.015)

Atom charges from the natural (NBO) analysis, given in e for atoms 1 to 2: -0.57 0.23



Entry 3:
Molecular formula: C9H9NO
Method: DFT, wB97M-V/def2-TZVPD

Calculated values
SMILES = C/C=c1/cccc/c1=C/N=O
HOMO-LUMO gap = 8.863 eV
E_tot = -478.1943 hartree
HOMO energy = -0.3105 Eh
ΔE to the lowest compared entry with this formula, charge and spin = 112.0 kcal per mole

Element x y z (Å)
H (-2.014, 1.107, -2.743)
C (0.954, 0.121, 0.216)
C (-0.336, -0.377, -0.049)
C (-0.828, -0.320, -1.428)
C (-0.630, -0.783, 2.282)
H (2.901, 0.845, -0.680)
H (-2.245, -1.104, 0.975)
H (2.416, 0.425, 1.511)
C (-1.439, 1.027, -1.768)
C (1.899, 0.392, -0.857)
C (0.692, -0.393, 2.558)
O (0.779, -0.503, -2.522)
H (1.074, -0.489, 3.468)
C (-1.159, -0.790, 1.033)
H (-0.659, 1.823, -1.959)
H (-2.059, 1.312, -0.845)
N (1.828, -0.076, -2.016)
H (-1.462, -1.209, -1.822)
H (-1.167, -1.028, 3.200)
C (1.454, 0.019, 1.444)

Atom charges from the natural (NBO) analysis, given in e for atoms 1 to 2: 0.23 -0.10



Entry 4:
Molecular formula: H14O7
Method: DFT, wB97M-V/def2-TZVPD

Calculated values
SMILES = O.O.O.O.O.O.O
HOMO-LUMO gap = 10.882 eV
E_tot = -535.0186 hartree
HOMO energy = -0.3998 Eh
ΔE to the lowest compared entry with this formula, charge and spin = 66.1 kcal per mole

Element x y z (Å)
H (-4.499, -1.651, 2.819)
H (2.666, 0.775, 0.063)
H (-1.578, -1.165, 0.411)
H (-4.967, -3.063, 3.128)
O (2.678, -3.298, -0.113)
H (-0.931, -0.043, 1.207)
H (2.989, -2.402, -0.284)
H (-0.802, 3.808, -0.849)
O (-0.778, -0.628, 0.457)
O (-4.287, -2.576, 2.650)
H (-0.148, 1.546, 0.660)
O (1.766, 0.475, -0.107)
H (-1.235, 2.536, 1.043)
H (1.285, 0.710, 0.695)
H (-0.819, 3.977, -2.359)
O (2.868, -0.290, -2.688)
H (2.274, -1.048, -2.742)
O (-0.932, 1.986, 0.312)
H (2.052, -3.469, -0.825)
O (-0.250, 3.701, -1.632)
H (2.648, 0.121, -1.845)

Atom charges from the natural (NBO) analysis, given in e for atoms 1 to 2: 0.47 0.47



Entry 5:
Molecular formula: H8O4
Method: DFT, wB97M-V/def2-TZVPD

Calculated values
SMILES = O.O.O.O
HOMO-LUMO gap = 11.290 eV
E_tot = -305.7455 hartree
HOMO energy = -0.3996 Eh
ΔE to the lowest compared entry with this formula, charge and spin = 21.1 kcal per mole

Element x y z (Å)
O (-0.384, 0.173, 1.016)
O (1.182, -2.030, 1.336)
O (1.096, 1.120, -1.100)
O (-1.918, 0.067, -1.356)
H (-2.759, 0.156, -0.861)
H (1.008, 0.274, -1.563)
H (-1.256, 0.079, -0.646)
H (0.508, 1.796, -1.536)
H (-0.496, 0.808, 1.701)
H (0.122, 0.632, 0.408)
H (2.116, -1.872, 1.538)
H (0.781, -1.202, 1.063)

Atom charges from the natural (NBO) analysis, given in e for atoms 1 to 2: -0.95 -0.96



Entry 6:
Molecular formula: CH4NOPS
Method: DFT, wB97M-V/def2-TZVPD

Calculated values
SMILES = C1ONSP1
HOMO-LUMO gap = 9.477 eV
E_tot = -909.9304 hartree
HOMO energy = -0.3276 Eh
ΔE to the lowest compared entry with this formula, charge and spin = 46.8 kcal per mole

Element x y z (Å)
O (-0.483, 0.933, 0.517)
S (1.960, 0.086, -0.090)
H (-1.066, -0.004, -1.195)
P (0.510, -1.581, 0.038)
C (-0.904, -0.283, -0.090)
H (-1.736, -0.493, 0.645)
H (0.577, -1.378, 1.337)
H (0.422, 1.374, -1.066)
N (0.719, 1.347, -0.096)

Atom charges from the natural (NBO) analysis, given in e for atoms 1 to 2: -0.38 0.05



Entry 7:
Molecular formula: C5H7BrClO2
Method: DFT, wB97M-V/def2-TZVPD

Calculated values
Charge = -1
HOMO-LUMO gap = 7.761 eV
E_tot = -3379.4601 hartree
HOMO energy = -0.1661 Eh
ΔE to the lowest compared entry with this formula, charge and spin = 0.0 kcal per mole

Element x y z (Å)
H (0.273, -2.244, -2.043)
C (1.136, 1.070, 0.644)
C (-0.201, 0.409, 0.745)
Cl (-0.642, 0.514, -2.156)
O (-2.566, 0.759, 0.702)
H (1.482, -1.207, -1.284)
C (-0.550, -0.677, -0.861)
O (-1.232, 2.437, 1.380)
H (-1.544, -1.059, -0.665)
Br (-0.153, -0.974, 2.119)
H (1.116, 1.812, -0.150)
H (1.931, 0.347, 0.458)
H (1.347, 1.581, 1.586)
C (-1.506, 1.315, 0.963)
C (0.518, -1.691, -1.133)
H (0.590, -2.392, -0.304)

Atom charges from the natural (NBO) analysis, given in e for atoms 1 to 2: 0.21 -0.70



Entry 8:
Molecular formula: C20H25NO3
Method: DFT, wB97M-V/def2-TZVPD

Calculated values
HOMO-LUMO gap = 8.333 eV
E_tot = -1056.9504 hartree
HOMO energy = -0.2955 Eh
ΔE to the lowest compared entry with this formula, charge and spin = 453.9 kcal per mole

Element x y z (Å)
C (0.515, -4.519, 1.594)
C (1.785, -2.374, 1.106)
C (1.332, -3.590, 1.982)
H (-0.876, -0.745, -1.495)
H (-0.045, 1.817, 3.622)
C (-0.018, 1.736, -1.622)
H (-0.288, -4.501, 3.961)
H (-1.590, -5.101, 3.038)
O (1.088, -1.007, -0.801)
H (1.444, -5.982, 2.719)
H (2.051, -3.558, 2.804)
H (-1.466, 4.758, -1.840)
O (-1.556, 5.065, 0.573)
C (-0.177, -4.379, 0.201)
C (0.428, -0.666, -1.785)
H (-0.600, -2.902, -1.089)
C (0.633, 0.655, -2.321)
H (-0.434, 3.880, -4.070)
H (-1.997, 4.471, 2.439)
C (-1.356, 5.214, 1.849)
C (-0.943, 4.000, 0.142)
H (-0.392, 5.268, 2.447)
N (0.431, 0.805, -3.909)
C (-0.584, 2.887, -3.777)
H (-0.047, -6.377, 1.820)
H (1.350, 1.568, 2.298)
C (0.495, -5.609, 2.527)
H (0.366, -1.356, -2.479)
H (-0.802, -5.112, 0.032)
H (-1.659, 2.898, -4.020)
H (0.321, 1.992, -5.271)
C (0.443, 1.794, -0.313)
C (0.291, 1.653, 2.397)
C (-0.062, -3.068, -0.361)
C (-0.337, 2.894, 0.559)
C (-0.734, -5.411, 3.427)
H (1.908, 0.639, -2.333)
H (-0.041, 0.787, 2.374)
H (-0.711, 0.380, -3.943)
C (-0.450, 2.900, -2.315)
H (2.368, -1.450, 1.388)
H (-0.801, -6.184, 4.029)
H (-1.766, 6.196, 2.169)
H (1.520, 2.292, -4.079)
C (-0.873, 3.965, -1.579)
C (0.982, -2.200, -0.029)
O (-0.330, 2.761, 2.053)
H (0.574, 0.785, 0.183)
C (0.610, 2.032, -4.305)

Atom charges from the natural (NBO) analysis, given in e for atoms 1 to 2: -0.04 -0.24



Entry 9:
Molecular formula: C6H11O4P
Method: DFT, wB97M-V/def2-TZVPD

Calculated values
Charge = -2
HOMO-LUMO gap = 5.614 eV
E_tot = -877.4971 hartree
HOMO energy = 0.0259 Eh
ΔE to the lowest compared entry with this formula, charge and spin = 48.6 kcal per mole

Element x y z (Å)
H (-2.066, 0.684, 1.273)
H (-1.253, -1.154, -2.170)
H (-0.496, 0.647, 2.977)
H (0.006, 1.780, 1.806)
H (1.958, -1.711, 1.360)
C (1.292, -1.358, -0.625)
C (1.984, -1.026, 0.468)
H (0.656, -2.304, -0.599)
O (0.366, 0.771, -2.848)
H (-1.232, -1.037, 1.319)
O (-1.564, 2.261, -1.814)
P (-0.438, 1.275, -1.645)
H (1.192, -0.696, -1.424)
C (-0.144, 0.761, 1.921)
C (-1.592, -0.974, -1.135)
H (2.477, -0.051, 0.448)
C (-1.168, 0.101, 1.081)
H (1.472, 1.744, -0.544)
O (0.682, 2.182, -0.658)
C (-0.800, -0.128, -0.405)
O (-2.221, -2.067, -0.690)
H (0.888, 0.301, 1.904)

Atom charges from the natural (NBO) analysis, given in e for atoms 1 to 2: 0.19 0.12



Entry 10:
Molecular formula: C9H10
Method: DFT, wB97M-V/def2-TZVPD

Calculated values
SMILES = C=C=C/C=C1/C[C@@H]2C[C@H]12
HOMO-LUMO gap = 8.887 eV
E_tot = -348.7077 hartree
HOMO energy = -0.2912 Eh
ΔE to the lowest compared entry with this formula, charge and spin = 106.1 kcal per mole

Element x y z (Å)
C (0.429, -0.875, -0.017)
H (0.312, 1.131, -0.968)
H (2.206, 2.393, 0.320)
C (-1.873, -1.373, 0.297)
H (-2.553, -2.203, 0.458)
H (2.197, 1.043, 1.433)
H (2.282, -1.770, -0.978)
H (2.711, 0.553, -1.538)
H (-2.686, 1.277, -1.320)
H (2.691, -1.514, 0.607)
C (0.754, 0.630, -0.344)
C (2.057, -1.111, -0.194)
C (2.005, 1.305, 0.425)
C (2.210, 0.325, -0.651)
H (-0.408, -2.753, 0.456)
C (-2.350, -0.193, 0.058)
C (-2.856, 1.051, -0.271)
C (-0.554, -1.726, 0.156)
H (-3.334, 1.611, 0.491)

Atom charges from the natural (NBO) analysis, given in e for atoms 1 to 2: 0.09 0.18



Entry 11:
Molecular formula: C2H3N3O2
Method: DFT, wB97M-V/def2-TZVPD

Calculated values
SMILES = O=C1NN=CNO1
HOMO-LUMO gap = 10.251 eV
E_tot = -392.5970 hartree
HOMO energy = -0.3555 Eh
ΔE to the lowest compared entry with this formula, charge and spin = 123.3 kcal per mole

Element x y z (Å)
C (-0.962, -1.160, 0.408)
H (0.485, -2.325, -0.931)
O (0.308, -0.299, -1.097)
N (0.281, -1.433, -0.214)
O (0.876, 1.801, -0.672)
H (0.204, 1.305, 1.503)
N (-0.026, 0.612, 0.785)
H (-1.678, -1.841, 0.809)
C (0.516, 0.776, -0.290)
N (-1.085, -0.158, 1.151)

Atom charges from the natural (NBO) analysis, given in e for atoms 1 to 2: 0.15 0.41



Entry 12:
Molecular formula: C21H22Cl
Method: DFT, wB97M-V/def2-TZVPD

Calculated values
Charge = +1
HOMO-LUMO gap = 6.973 eV
E_tot = -1273.2688 hartree
HOMO energy = -0.4437 Eh
ΔE to the lowest compared entry with this formula, charge and spin = 0.0 kcal per mole

Element x y z (Å)
C (-6.263, 2.229, 5.963)
H (-2.635, -1.363, 3.357)
C (-1.554, 0.251, 0.668)
C (-4.993, 2.444, 5.396)
H (-2.453, 3.500, 5.321)
C (-4.411, 0.133, 5.796)
C (-1.672, 0.659, 4.787)
H (-0.357, 2.971, 3.253)
C (-4.076, 1.381, 5.226)
H (-7.004, 3.022, 6.000)
H (-0.035, -2.046, 0.861)
C (-0.659, 2.752, 4.289)
C (2.573, -0.099, 1.939)
H (-1.804, -0.374, 5.112)
H (-2.564, 3.577, 3.528)
H (-4.742, 3.454, 5.057)
C (-0.073, 0.108, 1.017)
H (-3.994, -1.266, 2.233)
H (2.287, -2.250, 1.795)
H (-2.458, -1.966, 1.695)
H (2.510, 2.071, 2.097)
C (-2.797, 1.529, 4.415)
C (-2.895, -1.176, 2.303)
H (0.533, 0.858, 4.728)
H (3.606, -0.176, 2.283)
H (-2.740, 2.262, 2.158)
H (-1.691, 1.203, 0.130)
H (-3.925, 1.101, 3.049)
C (1.968, 1.159, 1.802)
Cl (-8.213, 0.622, 6.943)
C (0.534, -1.148, 1.142)
C (-2.459, 0.168, 1.849)
H (0.198, 2.238, 1.144)
H (-0.071, 3.433, 4.925)
C (-5.668, -0.091, 6.370)
C (-2.960, 1.263, 2.550)
H (-5.950, -1.086, 6.727)
C (-6.612, 0.945, 6.430)
C (-0.473, 1.311, 4.643)
H (-1.812, -0.561, -0.029)
C (1.838, -1.263, 1.637)
C (0.671, 1.260, 1.301)
H (-3.696, -0.696, 5.779)
C (-2.198, 2.968, 4.380)

Atom charges from the natural (NBO) analysis, given in e for atoms 1 to 2: -0.21 0.26



Number 11 is which compound? C2H3N3O2